#i
Formula: C7H11N2
Source: the Open Molecules 2025 dataset
Level of theory: ωB97M-V with the def2-TZVPD basis set

```
! wB97M-V def2-TZVPD RIJCOSX def2/J DEFGRID3
* xyz 1 1
C -1.2027 -1.6664 -0.3981
C -0.6389 0.1269 -1.7745
C 0.0185 0.9581 0.4486
C -0.4871 1.1254 -2.6389
C -0.2930 2.0526 1.0671
C -0.6393 -1.3116 0.9728
C 1.8461 -0.5754 0.5298
N -1.0004 -1.0506 -1.4880
N 0.4784 -0.3279 1.1553
H -1.5598 -2.7724 -0.5098
H -0.9354 1.0224 -3.6726
H -0.0247 2.0839 -2.3598
H -0.1411 2.4095 2.1212
H -0.3960 2.9594 0.5229
H -1.4900 -0.8532 1.3873
H -0.4703 -2.2137 1.4647
H 2.4120 0.3302 0.4738
H 2.3355 -1.4911 0.9973
H 1.6678 -0.7999 -0.4641
H 0.5205 -0.0063 2.1651
*
```

Its highest occupied orbital energy (alpha / beta) is -12.4 / -12.4 eV.

#ii
Formula: C7H11N2
Source: the Open Molecules 2025 dataset
Level of theory: ωB97M-V with the def2-TZVPD basis set

```
! wB97M-V def2-TZVPD RIJCOSX def2/J DEFGRID3
* xyz 1 1
C 2.5587 -1.0422 0.1474
C 1.4803 -0.0751 0.0261
C 0.2199 -0.1678 -0.3843
C -0.8282 -1.1452 -0.6490
C -2.1670 -0.4037 -0.2565
N -1.8915 0.8835 0.3653
C -0.5023 1.2869 -0.1962
N 0.5486 2.0124 0.5305
C 1.5620 1.2849 0.6587
H 2.4847 -1.5245 1.1296
H 3.5776 -0.5309 0.0124
H 2.3582 -1.8169 -0.6098
H -0.8437 -1.6733 -1.5646
H -0.6929 -2.0293 0.0181
H -2.5973 -0.2276 -1.1639
H -2.7303 -1.1095 0.4659
H -2.5296 1.7137 0.2204
H -1.8469 0.8058 1.3545
H -0.6145 1.8893 -1.1456
H 2.4542 1.8693 1.0411
*
```

As for the SMILES: CC1=C2CC[NH2+][C@H]2N=C1. Its highest occupied orbital energy is -13.3 eV.

#iii
Formula: C7H11N2
Source: the Open Molecules 2025 dataset
Level of theory: ωB97M-V with the def2-TZVPD basis set

```
! wB97M-V def2-TZVPD RIJCOSX def2/J DEFGRID3
* xyz 1 1
C 2.9020 -0.9461 -1.7663
C 1.7268 -0.6521 -1.5611
C 0.3914 -0.4697 -1.2392
N -0.5573 -1.2649 -1.6944
C 0.1511 0.5429 -0.2213
C 0.7999 -0.1917 0.9757
C 0.1170 -1.0226 1.7060
N -1.3152 0.7865 0.0145
C -1.6601 1.7486 1.0787
H 3.9613 -1.2124 -1.9861
H -0.3232 -2.2244 -1.9751
H -1.4106 -0.8475 -1.1883
H 0.6955 1.4456 -0.4113
H 1.8378 -0.0401 0.8759
H 0.5751 -1.6388 2.4493
H -0.9078 -1.1055 1.6009
H -1.7585 1.3214 -0.7458
H -2.7054 1.7219 1.2020
H -1.2669 2.7243 0.9542
H -1.2528 1.3243 1.9316
*
```

As for the SMILES: C#CC(=[NH2+])[C@H](C=C)NC. Its highest occupied orbital energy is -14.0 eV.

It is #i that is the least stable of them.

#i
Formula: C7H10N
Source: the Open Molecules 2025 dataset
Level of theory: ωB97M-V with the def2-TZVPD basis set

```
! wB97M-V def2-TZVPD RIJCOSX def2/J DEFGRID3
* xyz 1 1
C -0.4487 -2.9032 1.5136
C 0.7142 -2.4709 1.1100
C 0.9943 -1.2832 0.7046
N 0.4294 -0.1737 0.5653
C 0.5918 1.1910 0.9263
C 0.0634 0.8113 -0.4525
C -1.4577 1.1728 -0.6637
C 0.9908 0.8714 -1.7223
H -1.0808 -3.5490 0.7680
H -0.6977 -3.2112 2.5456
H 1.6590 1.6163 1.2103
H -0.0078 1.5224 1.6447
H -2.0936 1.1709 0.3479
H -1.9010 0.4591 -1.4717
H -1.4612 2.1271 -1.0620
H 0.5380 0.2911 -2.4976
H 1.8602 0.3923 -1.4781
H 1.3073 1.9658 -1.9885
*
```

As for the SMILES: C=C=C=[N+]1CC1(C)C. Its highest occupied orbital energy is -14.6 eV.

#ii
Formula: C7H10N
Source: the Open Molecules 2025 dataset
Level of theory: ωB97M-V with the def2-TZVPD basis set

```
! wB97M-V def2-TZVPD RIJCOSX def2/J DEFGRID3
* xyz 1 1
C 1.9791 -0.1211 0.1566
C 2.9003 -1.0044 0.0996
C 1.7102 1.3137 0.3983
C -0.0924 0.0724 -1.4138
C -0.6005 -0.3011 -0.0591
C -1.6865 0.6844 0.4501
C -0.6110 -1.6990 0.4117
N 0.6816 0.2984 -0.1864
H 1.3829 1.7620 1.3979
H 1.9280 2.1352 -0.3481
H 0.2872 -0.7162 -2.0981
H -0.4439 0.9662 -1.9154
H -2.4513 0.2136 1.0273
H -2.1854 1.0002 -0.4808
H -1.1425 1.4182 0.9638
H 0.2678 -2.3861 0.0331
H -1.5888 -2.0820 0.1076
H -0.3349 -1.5544 1.4558
*
```

Its highest occupied orbital energy is -15.5 eV.

It is #ii that is the least stable of them.

#i
Formula: C6H11NS
Source: the Open Molecules 2025 dataset
Level of theory: ωB97M-V with the def2-TZVPD basis set

```
! wB97M-V def2-TZVPD RIJCOSX def2/J DEFGRID3
* xyz 0 1
C -0.3448 1.8458 0.2322
C -0.3544 0.5050 -0.4490
C 0.8565 0.3757 -1.3284
S 2.1588 0.0416 -0.0524
C 0.9229 -0.5444 1.2906
C -0.2738 -0.7360 0.3452
N -0.0754 -1.8992 -0.4908
C -1.6359 -0.2413 -0.0336
H -1.0917 1.8710 1.1290
H 0.6761 2.1158 0.5664
H -0.7200 2.6424 -0.4381
H 0.8637 -0.4816 -1.9536
H 1.2176 1.2642 -1.8350
H 1.3397 -1.4249 1.7871
H 0.7975 0.2044 2.0516
H 0.8586 -2.3026 -0.4149
H -0.7349 -2.6574 -0.2950
H -2.1860 -0.8900 -0.7213
H -2.2746 0.3117 0.6100
*
```

As for the SMILES: C[C@@]12CSC[C@@]1(N)C2. Its highest occupied orbital energy is -8.4 eV.

#ii
Formula: C6H11NS
Source: the Open Molecules 2025 dataset
Level of theory: ωB97M-V with the def2-TZVPD basis set

```
! wB97M-V def2-TZVPD RIJCOSX def2/J DEFGRID3
* xyz 0 1
C -2.2887 -0.2824 -0.3884
C -1.0506 -0.4531 0.4753
C -0.4728 0.5203 1.1757
S 1.0119 0.4090 2.0872
C 1.1087 -1.4925 2.2685
H -3.2766 -0.3991 0.2295
H -2.2051 -0.8257 -1.3250
H -2.3181 0.6981 -0.6285
H -0.4796 -1.4749 0.2716
H -0.8826 1.4890 1.3033
H 1.7375 -1.6558 1.4297
H 0.0632 -1.6624 2.2723
H 1.5182 -1.5280 3.2117
C 1.5963 0.8392 -2.2595
C 0.4947 1.5761 -1.6817
N -0.1167 2.3858 -1.1544
H 1.6293 -0.2825 -1.8816
H 2.5301 1.3354 -2.0879
H 1.4010 0.8036 -3.3178
*
```

As for the SMILES: C/C=C/SC.CC#N. Its highest occupied orbital energy is -8.0 eV.

#iii
Formula: C6H11NS
Source: the Open Molecules 2025 dataset
Level of theory: ωB97M-V with the def2-TZVPD basis set

```
! wB97M-V def2-TZVPD RIJCOSX def2/J DEFGRID3
* xyz 0 1
C -4.3699 -0.3157 0.3052
C 1.6290 1.1720 -0.4353
C 1.0128 -1.2990 -0.8644
C 0.7507 -0.2775 1.3926
C -0.5894 0.5719 -0.6232
C 0.6110 0.0368 -0.1124
N -5.5121 -0.2636 0.4765
S -2.2762 0.6276 -0.2266
H 1.3703 1.9620 0.1731
H 1.6939 1.5363 -1.4164
H 2.6697 0.7958 -0.1365
H 1.0167 -1.2267 -1.9786
H 0.2117 -2.1061 -0.6966
H 2.0350 -1.6722 -0.5000
H 0.1304 -1.0929 1.7311
H 1.7890 -0.5436 1.5661
H 0.4373 0.5089 2.0261
H -0.5190 0.8309 -1.6812
H -2.0910 0.7550 1.0005
*
```

Its highest occupied orbital energy (alpha / beta) is -9.1 / -9.1 eV.

It is #iii that is the least stable of them.

#i
Formula: C11H15NO3
Source: the Open Molecules 2025 dataset
Level of theory: ωB97M-V with the def2-TZVPD basis set

```
! wB97M-V def2-TZVPD RIJCOSX def2/J DEFGRID3
* xyz 0 1
C 0.5032 1.5740 1.6114
C 0.5007 0.0844 1.2329
C -0.2610 2.4157 0.9753
C -1.2789 3.1033 0.5472
C -4.4838 -1.6885 -0.4613
C -3.3112 -1.3075 0.0449
C -2.2192 -0.8812 -0.8538
C 0.0168 0.0643 -1.0190
C 1.2437 -0.1477 -0.0925
C 2.8404 -1.8768 0.8054
C 2.7753 1.0001 -1.4965
N -0.9974 -0.5398 -0.3921
O -0.7705 -0.5817 0.9738
O 1.7852 -1.4701 -0.1270
O 2.3028 0.7865 -0.1624
H 1.3393 1.8198 2.3207
H 0.9418 -0.4087 2.0724
H -2.1696 3.1248 1.1027
H -1.2459 3.6073 -0.4246
H -5.4475 -2.0274 0.0641
H -4.6130 -1.8062 -1.4803
H -3.2006 -1.3042 1.1150
H -2.5275 -0.7532 -1.8090
H 0.0742 0.4058 -2.0587
H 2.4287 -2.3503 1.7170
H 3.4724 -1.1264 1.2270
H 3.4413 -2.6136 0.1876
H 3.8480 1.1860 -1.4092
H 2.2585 1.7077 -2.1546
H 2.7539 0.0032 -2.0567
*
```

Its highest occupied orbital energy (alpha / beta) is -6.7 / -6.7 eV.

#ii
Formula: C11H15NO3
Source: the Open Molecules 2025 dataset
Level of theory: ωB97M-V with the def2-TZVPD basis set

```
! wB97M-V def2-TZVPD RIJCOSX def2/J DEFGRID3
* xyz 0 1
C 0.1338 -3.5872 -1.9310
C 0.7049 -3.5893 -0.6053
C 0.3318 -2.4657 -2.7632
C 1.1308 -2.3647 -0.0693
C 0.7908 -1.2819 -2.1848
C 1.2048 -1.2006 -0.8461
C -0.8542 0.1243 1.6682
C -2.0644 1.1356 -0.2647
C 0.7000 2.7235 1.9061
C 1.7946 -0.0837 -0.3335
C -1.1482 1.2567 0.9014
N -0.5358 2.4419 1.0827
O -0.1463 0.0692 2.6745
O -1.2979 -1.0898 1.1026
O 1.9446 1.0758 -1.0571
H -0.2505 -4.4666 -2.3870
H 0.7184 -4.3587 0.0765
H 0.0216 -2.3007 -3.7019
H 1.4107 -2.2620 0.8938
H 0.8008 -0.3973 -2.9242
H -1.4391 0.9686 -1.1563
H -2.7932 0.4223 -0.1030
H -2.5833 2.1149 -0.3434
H 0.4660 2.2855 2.8044
H 1.6873 2.4598 1.3630
H 0.8102 3.7812 2.1092
H 1.8946 0.2115 0.7070
H -0.9876 -1.8076 1.6276
H -0.7216 3.2097 0.4897
H 1.8775 1.0068 -2.1085
*
```

Its highest occupied orbital energy (alpha / beta) is -6.9 / -6.7 eV.

It is #i that is the least stable of them.

#i
Formula: C5H37NO15
Source: the Open Molecules 2025 dataset
Level of theory: ωB97M-V with the def2-TZVPD basis set

```
! wB97M-V def2-TZVPD RIJCOSX def2/J DEFGRID3
* xyz 0 1
O 1.3045 0.2529 -1.0525
C 1.7716 -0.8522 -1.3349
O 2.8682 -0.8736 -2.0963
C 1.2240 -2.1985 -0.9614
C -0.2306 -2.3089 -1.4149
C -1.1976 -1.3515 -0.8504
C -1.9335 -1.8443 0.4505
N -1.9344 -0.8517 1.5337
H 3.2355 0.0419 -2.2188
H 1.7279 -3.0903 -1.2717
H 1.0457 -2.2768 0.1274
H -0.6415 -3.3296 -1.1474
H -0.2540 -2.3819 -2.5357
H -0.7411 -0.3513 -0.7863
H -2.1874 -1.0976 -1.3842
H -2.9346 -2.0692 0.0902
H -1.5926 -2.8543 0.7032
H -1.8043 -1.2396 2.4542
H -1.2487 -0.1312 1.3869
H -0.9779 0.9602 4.3637
H -0.4038 1.8100 3.2538
O -1.0530 1.8621 3.9672
H 3.0006 -3.0597 1.1446
H 2.6864 -4.5865 1.0437
O 2.7387 -3.7581 0.5408
H -2.2429 4.0426 -1.9344
H -1.9474 3.0856 -3.1109
O -2.4216 3.8681 -2.8661
H -2.8123 -2.8298 -3.2108
H -2.1246 -3.9367 -2.5096
O -3.0022 -3.5816 -2.6610
H -0.7725 0.8921 -3.8019
H 0.5066 0.0449 -3.4710
O -0.2980 0.0971 -3.9977
H 1.9762 -1.9822 3.3097
H 0.6937 -2.6688 2.8062
O 1.4592 -2.8266 3.4124
H -0.2785 1.8268 0.6995
H 1.0292 1.0474 0.3639
O 0.5168 1.4688 1.1387
H 3.5228 2.1228 -2.4740
H 2.2839 1.7198 -3.1556
O 3.2187 1.5157 -3.1664
H 0.3839 4.1884 0.9739
H 0.2274 5.1599 -0.3095
O 0.6780 4.4156 0.0809
H 0.8722 3.3806 -3.6726
H 0.6975 3.6214 -2.1647
O 1.3631 3.5582 -2.8683
H -3.6726 3.2124 1.9382
H -2.5626 2.1505 1.8624
O -3.0335 2.7949 1.3459
H -0.5294 -1.7540 4.7618
H 0.2720 -0.5381 4.4470
O -0.6479 -0.8838 4.4002
H 1.8183 1.3133 3.6584
H 0.8690 0.6509 2.7289
O 1.4894 0.4035 3.4410
*
```

Its highest occupied orbital energy is -9.0 eV.

#ii
Formula: C5H37NO15
Source: the Open Molecules 2025 dataset
Level of theory: ωB97M-V with the def2-TZVPD basis set

```
! wB97M-V def2-TZVPD RIJCOSX def2/J DEFGRID3
* xyz 0 1
C -0.8941 1.1433 0.2601
C 0.3392 0.2972 0.6101
C 1.0814 -0.2753 -0.5833
O 1.4917 0.7621 -1.4698
C -1.5613 0.6062 -0.9656
N -2.5982 -0.2471 -0.9092
C -3.1463 -0.7639 0.3522
O -1.1266 0.9517 -2.0735
H -0.5879 2.2492 0.0964
H -1.6137 1.2206 1.1883
H 0.0353 -0.5067 1.2911
H 1.0336 0.8803 1.2704
H 0.4995 -1.0694 -1.1481
H 2.0754 -0.7681 -0.3192
H 0.6934 1.2305 -1.7596
H -2.9069 -0.6693 -1.7578
H -4.0395 -1.2867 0.1167
H -2.4312 -1.4146 0.9076
H -3.3816 0.0409 1.0603
H 2.2260 -0.1753 3.0167
H 0.9245 -0.8536 3.6453
O 1.5226 -0.0928 3.7636
H -0.8103 -0.4042 -3.0996
H 0.3907 -1.0598 -3.8661
O -0.5062 -1.2223 -3.5103
H -1.5227 -0.7527 3.1000
H -1.5316 0.7665 3.2258
O -2.0523 -0.0221 2.9566
H 0.1445 2.4010 2.6694
H 0.4921 1.2564 3.6312
O -0.2099 1.9109 3.3581
H 2.7005 1.6177 -0.4395
H 2.4510 2.6983 0.5480
O 3.1356 1.9988 0.2643
H 3.1216 0.6078 1.1899
H 4.1090 -0.3664 1.9957
O 3.2109 -0.2614 1.6846
H 2.4763 0.0191 -4.4044
H 2.0144 -0.0825 -2.8814
O 2.0622 -0.5578 -3.7513
H -0.0072 -2.3826 2.3035
H -0.3589 -2.7718 3.8139
O -0.2393 -2.0229 3.1707
H -0.3849 4.0428 -2.5596
H -0.5620 2.5802 -2.0494
O -0.1389 3.4504 -1.8830
H -3.3624 -2.8988 -3.5598
H -2.1085 -2.1130 -3.4156
O -2.8550 -2.4019 -2.9515
H -0.3733 -2.4202 -2.2677
H -1.5721 -3.0620 -1.5996
O -0.6345 -3.0196 -1.5073
H 1.3362 4.6026 1.0161
H 0.7072 3.6783 -0.0853
O 1.1023 3.7003 0.7943
H 1.4539 -2.6498 0.6668
H 0.0907 -3.0436 -0.0034
O 0.5957 -3.0749 0.8531
*
```

Its highest occupied orbital energy is -10.1 eV.

It is #i that is the least stable of them.